Record 1
109
Properties=species:S:1:pos:R:3:forces:R:3:mulliken_charge:R:1 method="wB97M-V/def2-TZVPD" multiplicity=1 homo_lumo_gap_ev=8.9
O 17.0516 17.6604 -25.6423 -0.026 -0.003 0.275 -0.64
H 16.7335 17.0395 -26.2977 -0.080 -0.225 -0.134 0.32
H 17.1884 18.4735 -26.1284 0.057 0.305 -0.119 0.32
O 14.1612 28.4392 -16.7442 0.305 -0.007 0.046 -0.64
H 13.5431 27.8313 -17.1501 -0.169 -0.213 -0.156 0.33
H 13.6168 29.1618 -16.4315 -0.112 0.197 0.082 0.32
O 16.9445 21.6026 -27.4598 -0.216 -0.145 0.139 -0.65
H 17.6715 22.1477 -27.1588 0.186 0.174 0.150 0.32
H 17.1882 21.3475 -28.3496 0.020 -0.060 -0.267 0.32
O 18.7298 27.1974 -15.8032 0.188 -0.017 -0.198 -0.64
H 17.8768 27.6318 -15.8068 -0.280 0.125 -0.041 0.32
H 18.8181 26.8495 -14.9159 0.054 -0.102 0.211 0.32
O 14.0920 25.3965 -26.7868 -0.243 0.087 0.106 -0.64
H 14.2176 24.5434 -27.2023 0.013 -0.239 -0.110 0.32
H 14.9735 25.7638 -26.7217 0.237 0.152 0.026 0.32
O 19.0437 27.4937 -27.7131 -0.239 -0.059 0.106 -0.64
H 19.2744 27.7178 -28.6147 0.027 0.098 -0.242 0.32
H 19.8679 27.2089 -27.3183 0.213 -0.048 0.140 0.31
O 17.7275 29.7066 -20.3832 0.024 0.133 -0.226 -0.64
H 18.4717 29.5796 -19.7948 0.195 -0.001 0.166 0.32
H 17.0775 29.0683 -20.0893 -0.223 -0.144 0.082 0.32
C 25.6953 20.3592 -24.5360 -1.646 -0.198 1.051 0.65
O 25.4434 19.7978 -23.5006 0.154 -0.906 1.461 -0.65
N 24.8069 20.9669 -25.2693 -3.505 1.946 -2.591 -0.35
N 26.8626 20.5164 -25.0808 5.526 -0.633 -0.164 -0.39
H 23.8210 21.0112 -25.0546 0.411 -0.190 0.061 0.20
H 25.1489 21.4158 -26.1069 -0.684 0.060 0.225 0.15
H 27.6173 20.2200 -24.4786 0.145 -0.024 -0.428 0.21
H 27.1141 20.8714 -25.9923 -0.427 -0.075 0.402 0.18
C 24.3998 28.6078 -26.1508 1.237 0.200 -1.007 0.66
O 24.9136 28.8115 -27.2221 0.360 0.927 -1.912 -0.65
N 24.0829 29.5286 -25.2814 -0.594 3.316 1.452 -0.42
N 24.2300 27.3998 -25.7157 -0.895 -3.903 0.947 -0.42
H 24.2585 30.4515 -25.6522 -0.339 0.119 0.634 0.23
H 23.5078 29.3647 -24.4675 0.149 0.273 -0.377 0.20
H 24.1005 27.2392 -24.7270 0.044 -0.595 -0.496 0.19
H 24.4409 26.7087 -26.4214 0.020 -0.346 0.767 0.22
C 11.3414 26.4019 -21.5859 -0.713 0.072 -2.497 0.62
O 11.2059 26.4271 -20.4350 -0.385 -0.156 6.199 -0.59
N 11.0883 25.3957 -22.3888 -0.216 -2.648 -2.111 -0.38
N 11.6379 27.4717 -22.2966 1.347 3.291 -1.135 -0.41
H 11.5022 25.5690 -23.2936 -0.467 -1.303 -0.085 0.17
H 10.7629 24.4974 -22.0612 0.391 0.237 -0.202 0.21
H 11.7486 28.3063 -21.7386 0.065 0.044 -0.623 0.21
H 11.5744 27.4833 -23.3046 0.024 0.464 0.466 0.17
C 12.6452 19.1183 -23.1210 -6.145 0.166 4.989 0.66
O 11.6173 19.2274 -22.3873 1.212 0.471 -1.718 -0.70
N 13.5738 18.2960 -22.7575 3.864 -1.721 -0.838 -0.30
N 12.8401 19.7510 -24.2448 0.854 1.391 -2.642 -0.35
H 14.2764 18.3035 -23.4830 0.807 -1.169 0.887 0.11
H 13.6506 17.7337 -21.9220 -0.409 0.463 -0.347 0.20
H 13.7981 19.7296 -24.5642 -0.457 0.584 -0.608 0.16
H 12.1646 20.4134 -24.5985 0.338 -0.195 0.250 0.22
C 20.7683 16.0012 -20.8147 -3.209 -3.328 0.290 0.66
O 19.8046 15.3017 -20.5152 -0.219 0.128 1.384 -0.68
N 21.9043 16.0969 -20.2073 3.090 -0.802 4.394 -0.44
N 20.8350 16.5731 -21.9405 -0.067 3.294 -5.275 -0.36
H 22.7582 16.3502 -20.6836 -0.206 -0.277 0.412 0.20
H 21.8983 15.4268 -19.4517 0.958 0.232 0.177 0.25
H 19.9880 16.6717 -22.4818 0.538 0.228 -0.190 0.22
H 21.7072 17.0696 -22.0537 -0.872 0.554 -1.211 0.15
C 20.1291 16.2737 -14.3168 0.428 0.439 -1.926 -1.34
C 21.0567 15.3476 -13.5506 -0.461 1.909 1.045 0.59
C 22.1475 16.1938 -12.8970 1.266 0.425 -0.598 -1.34
O 20.2511 14.8963 -12.4896 -0.814 -1.135 0.568 -0.55
H 20.7154 16.9819 -14.9022 0.387 0.149 0.074 0.35
H 19.4572 16.9125 -13.7435 0.042 -0.556 0.439 0.34
H 19.5994 15.7800 -15.1315 -0.505 -0.356 0.430 0.34
H 21.4204 14.5196 -14.1592 0.173 0.093 -0.112 0.24
H 22.6425 16.9068 -13.5563 -0.117 -0.133 -0.619 0.36
H 22.9948 15.6152 -12.5290 -0.217 -0.276 0.453 0.36
H 21.7590 16.8596 -12.1264 -0.320 -0.480 0.236 0.35
H 20.7529 14.3348 -11.8941 0.136 -0.078 0.005 0.31
C 19.6947 22.4609 -20.4821 -2.088 0.468 -1.286 -1.13
C 18.7851 23.1565 -21.5706 0.397 1.199 1.606 0.49
C 17.8033 24.1745 -20.9455 0.479 -0.649 0.478 -1.48
O 19.6353 23.8513 -22.5325 -0.572 -1.188 0.098 -0.55
H 19.0767 21.8761 -19.8008 -0.278 0.168 0.123 0.34
H 20.0966 23.3093 -19.9280 0.996 -0.578 -0.049 0.27
H 20.2786 21.6980 -20.9969 0.888 0.653 0.270 0.32
H 18.1013 22.4334 -22.0151 0.597 -0.173 -0.768 0.25
H 18.2401 24.9776 -20.3519 0.660 0.394 -0.592 0.41
H 17.2685 23.6940 -20.1262 -0.674 -0.389 -0.471 0.39
H 17.1655 24.5510 -21.7452 -0.236 0.133 0.374 0.36
H 19.6141 24.7950 -22.3576 -0.175 -0.035 0.206 0.32
C 25.5475 24.6138 -16.3471 -0.327 0.519 -0.102 -1.09
C 25.9164 23.8825 -17.6234 -1.303 0.790 -1.742 0.42
C 25.6522 24.7148 -18.9644 0.093 -0.871 1.315 -1.29
O 27.2603 23.5604 -17.6731 1.857 -0.013 -0.108 -0.56
H 26.3319 24.4466 -15.6090 -0.244 -0.016 0.195 0.33
H 24.5594 24.3584 -15.9642 0.110 -0.402 0.108 0.30
H 25.4630 25.6854 -16.5281 0.371 0.147 -0.003 0.28
H 25.3987 22.9297 -17.7341 -0.682 0.080 0.181 0.28
H 24.6934 25.2325 -18.9946 -0.197 -0.309 0.213 0.37
H 25.7066 23.9850 -19.7721 0.067 0.312 -0.193 0.31
H 26.4039 25.4954 -19.0820 0.250 -0.217 0.066 0.34
H 27.4513 22.8599 -17.0451 0.001 -0.020 0.065 0.31
C 14.8160 22.2435 -13.4963 -0.603 0.904 -0.975 -1.11
C 13.8452 21.1868 -13.9821 1.362 -1.859 -1.342 0.34
C 14.1419 20.8678 -15.4957 -0.076 0.990 0.241 -1.24
O 14.0470 19.9826 -13.2283 -1.004 -0.121 0.477 -0.56
H 14.7111 23.0344 -14.2391 0.112 0.547 0.175 0.31
H 15.8476 21.9135 -13.6185 -0.038 -0.304 0.268 0.30
H 14.6504 22.6752 -12.5093 -0.099 -0.353 0.003 0.31
H 12.7746 21.3888 -13.9498 0.169 0.364 0.632 0.29
H 13.6129 19.9989 -15.8873 0.262 -0.221 0.410 0.33
H 15.2163 20.8497 -15.6784 0.173 -0.677 0.197 0.32
H 13.8542 21.6748 -16.1697 -0.410 0.372 0.234 0.38
H 14.8994 19.5683 -13.3811 0.151 0.356 -0.323 0.33



Record 2
126
Properties=species:S:1:pos:R:3:forces:R:3:mulliken_charge:R:1 method="wB97M-V/def2-TZVPD" multiplicity=2 homo_lumo_gap_ev="8.2 / 3.9" s2=0.756
O -0.7545 0.4659 1.2917 -1.091 -1.794 -1.454 -0.23
V -1.4445 -0.7479 0.4766 -0.409 2.934 0.780 1.77
O -1.4525 -0.2674 -1.0332 -0.094 -0.518 0.813 0.12
O -4.3116 1.6639 0.4874 0.567 0.228 -0.094 -0.33
C -4.6254 0.3632 0.5106 0.207 -2.262 0.269 0.49
O -5.7788 0.0443 0.3540 -2.844 0.586 -0.528 -0.77
O -3.7937 -0.5427 0.7358 4.878 -0.908 0.396 -0.78
H -5.2246 1.8575 0.2626 -0.558 1.738 -0.196 0.25
O -2.1284 -5.0989 -0.9915 -0.653 0.713 0.428 -0.55
C -2.5577 -4.0039 -0.3847 1.751 1.668 0.883 0.27
O -1.6927 -3.1725 0.0586 -2.006 -0.946 -0.651 -0.31
O -3.7898 -3.8511 -0.2006 -0.707 0.350 0.093 -0.18
H -1.2220 -4.8766 -0.7666 1.634 -1.019 -0.614 0.37
C 2.8777 1.5075 0.8959 -0.866 0.003 1.034 -0.76
O 3.0782 1.1147 -0.4608 0.418 -0.474 -1.268 0.36
P 3.5566 2.1641 -1.5289 2.628 0.680 0.100 0.35
O 2.7132 3.3143 -1.8325 -0.099 -0.251 -0.084 -0.76
O 5.0003 2.6943 -0.8611 -1.536 -1.734 -1.048 -0.34
C 5.9287 1.6713 -0.4113 0.617 0.707 -0.059 -0.72
O 4.0138 1.2743 -2.8329 -0.233 -0.404 1.325 -0.20
C 4.8193 1.8819 -3.8773 -0.448 0.019 0.363 -0.78
H 3.3290 2.4587 1.1781 -0.177 0.119 -0.400 0.64
H 3.2631 0.7675 1.5973 0.339 -0.260 -0.527 0.20
H 1.7991 1.4990 1.0528 0.022 0.421 0.077 0.06
H 5.9850 1.7448 0.6748 0.334 0.157 -0.086 0.30
H 6.8594 1.9030 -0.9291 0.279 0.239 0.539 0.34
H 5.8067 0.6115 -0.6349 -1.173 0.084 -0.398 0.18
H 4.1802 2.0005 -4.7522 -0.224 1.037 0.306 0.21
H 5.5972 1.2585 -4.3180 0.129 -0.739 0.974 0.22
H 5.2982 2.7344 -3.3956 -0.137 0.457 -0.874 0.42
C -3.1391 1.3096 -3.3182 -1.042 0.124 1.661 -0.32
O -2.9523 0.1949 -4.1199 0.102 -5.309 -1.924 -0.13
P -3.7317 -1.2510 -3.8567 -0.848 0.808 -1.367 0.64
O -4.0032 -1.7057 -2.4693 0.130 0.723 -1.501 -0.31
O -5.0720 -1.0406 -4.8921 1.775 0.036 1.273 -0.39
C -6.1523 -1.9406 -4.7799 -1.498 -0.805 1.437 -0.59
O -2.9133 -2.3888 -4.7013 1.046 3.536 1.136 -0.27
C -3.3387 -3.6918 -4.7464 -1.430 -1.571 -0.422 -0.80
H -3.4382 2.1193 -3.9838 -0.058 0.131 0.465 0.25
H -2.2578 1.5257 -2.7143 0.010 0.143 -0.339 -0.06
H -3.8936 0.9373 -2.6253 -0.424 1.324 0.479 0.34
H -6.6561 -2.3106 -5.6729 1.162 0.158 -0.803 0.32
H -7.0296 -1.5319 -4.2785 0.256 0.886 0.356 0.30
H -5.9374 -2.7862 -4.1265 0.310 -0.176 -0.233 0.15
H -4.1361 -3.9449 -4.0476 0.099 0.232 0.381 0.33
H -2.5365 -4.4067 -4.5635 0.219 0.221 -0.242 0.24
H -3.7948 -3.8095 -5.7294 0.233 -0.587 -0.183 0.29
C -0.8431 -1.6380 6.5015 -0.549 -0.353 1.118 -0.93
O -0.7918 -1.8051 5.1096 -1.895 0.859 -2.766 0.10
P -2.1265 -1.3077 4.2586 0.239 1.250 -1.968 -0.14
O -1.9485 -1.3888 2.7245 -0.299 -0.972 4.289 0.56
O -3.4172 -2.1401 4.8967 2.288 1.665 -1.440 -0.35
C -3.4547 -3.5074 4.4986 -0.482 -1.048 0.504 -0.62
O -2.3216 0.2242 4.7882 0.153 -1.940 -0.827 -0.28
C -3.4892 1.0193 4.4305 -0.691 -0.144 0.849 -0.59
H -1.3667 -0.7161 6.7542 0.228 0.000 0.211 0.36
H 0.1672 -1.6576 6.9103 -0.051 0.131 -0.189 0.31
H -1.3939 -2.4925 6.8947 -0.024 0.081 0.407 0.27
H -3.4330 -3.7148 3.4287 -0.020 0.611 -0.101 0.13
H -4.3928 -3.8848 4.9055 0.089 -0.078 -0.097 0.32
H -2.6346 -4.0556 4.9622 0.088 -0.024 0.071 0.29
H -4.0402 0.6534 3.5641 0.383 -0.091 -0.114 0.17
H -3.2568 2.0794 4.3296 0.704 -0.324 -0.335 0.18
H -4.1335 0.9715 5.3084 -0.234 -0.155 -0.103 0.33
C 1.3165 -4.1596 1.0899 -0.164 -0.892 1.275 -0.64
O 1.8213 -3.8222 -0.1948 -1.214 1.735 -0.392 -0.31
P 1.6720 -2.2416 -0.6428 3.875 -1.769 0.617 -1.33
O 0.6957 -1.4901 0.1192 -1.119 0.382 1.013 2.33
O 3.2177 -1.8034 -0.4960 -1.136 0.087 -0.417 -0.13
C 4.2398 -2.5215 -1.2698 -0.566 0.288 0.374 -0.83
O 1.5294 -2.2234 -2.1741 1.187 -0.743 -0.368 -0.13
C 0.3470 -2.5652 -2.8205 -2.203 1.386 -0.933 -0.31
H 2.1204 -4.5019 1.7416 0.285 -0.257 -0.343 0.38
H 0.5836 -4.9623 1.0084 0.085 -0.117 -0.193 0.32
H 0.8451 -3.3924 1.7041 -0.100 0.550 -0.762 -0.01
H 4.8118 -3.0751 -0.5252 0.063 -0.121 -0.369 0.25
H 4.8617 -1.8127 -1.8165 -0.093 0.281 0.392 0.18
H 3.7914 -3.1530 -2.0367 -0.033 -0.222 0.324 0.35
H -0.4908 -2.4389 -2.1348 -0.184 -0.405 0.021 -0.15
H 0.2917 -3.5019 -3.3751 0.643 -0.180 0.418 0.34
H 0.1971 -1.7453 -3.5230 -0.173 -0.246 -0.357 0.17
C 1.9495 4.9908 -4.5705 1.603 0.750 0.621 -0.49
O 1.0371 4.3759 -5.4298 -1.383 -1.184 -1.006 -0.34
P -0.5124 4.1911 -5.0231 -0.259 1.579 0.554 0.55
O -1.1286 5.4684 -4.5546 0.733 -1.849 -0.403 -0.77
O -1.2467 3.5705 -6.3110 0.866 -0.557 0.967 -0.30
C -1.1087 4.0557 -7.6381 -0.191 1.204 0.096 -0.69
O -0.5101 3.0359 -3.9396 0.129 -1.555 -0.101 0.24
C 0.1737 1.6846 -4.0269 -0.382 1.390 0.342 0.43
H 1.4756 5.5965 -3.7982 -0.028 0.094 -0.211 0.36
H 2.6548 5.5578 -5.1782 -0.486 0.649 -0.197 0.31
H 2.6616 4.3248 -4.0832 -0.710 -0.757 0.233 -0.02
H -1.0192 3.2146 -8.3256 0.269 0.183 0.128 0.25
H -0.3150 4.8018 -7.6785 0.555 -0.525 -0.288 0.29
H -1.9697 4.6691 -7.9034 -0.439 -0.389 0.066 0.29
H 1.0078 1.6909 -3.3253 0.481 0.621 -0.597 -0.27
H 0.4027 1.4816 -5.0731 0.215 -0.065 0.263 0.45
H -0.4166 0.8869 -3.5760 -0.894 0.417 -0.461 -0.24
O 1.7528 3.3962 3.3831 -2.832 -0.931 0.275 -0.71
C 0.6886 2.8234 3.7205 4.700 0.414 0.673 0.44
O -0.4917 3.0217 3.2893 -1.394 -0.279 0.608 -0.18
C -0.8254 4.0720 2.4450 -1.639 0.652 -0.511 -0.40
C -1.3387 3.4628 1.1746 0.602 0.682 -1.367 -0.76
C 0.6920 1.7724 4.7869 0.442 -0.087 0.796 -0.05
H -0.0753 4.8604 2.3822 0.443 -0.553 -0.394 0.42
H -1.6784 4.5614 2.9152 -0.114 0.066 0.297 0.23
H -2.1472 2.7326 1.2109 -0.085 0.294 0.726 0.14
H -0.5449 2.9457 0.6355 0.151 0.201 -0.100 0.00
H -1.6674 4.3209 0.5884 -0.129 -0.172 -0.476 0.53
H -0.0305 1.9925 5.5729 -0.354 0.057 -0.242 0.33
H 1.6585 1.7962 5.2902 0.135 -0.321 -0.343 0.39
H 0.4592 0.7877 4.3816 0.041 0.074 -0.078 -0.55
O 4.1313 0.0969 5.5904 -0.034 -3.381 0.137 -0.58
C 4.2279 -1.1466 5.6938 -0.482 3.746 -0.177 0.82
O 3.3655 -2.0220 5.1945 0.172 0.136 0.576 -0.41
C 2.0840 -1.5761 4.8201 -1.528 -1.603 -1.978 -0.34
C 2.0576 -1.3670 3.3096 0.977 0.879 -0.485 -0.17
C 5.2604 -1.8613 6.4579 0.730 0.473 0.596 -1.16
H 1.6192 -0.7812 5.4033 0.785 0.180 -0.013 0.20
H 1.4801 -2.4752 4.9434 -0.138 0.075 0.552 0.22
H 2.8065 -0.6132 3.0669 -0.377 0.586 0.008 -0.05
H 1.1000 -1.1292 2.8465 -0.094 0.286 0.377 -0.07
H 2.4654 -2.1903 2.7230 -0.143 -0.643 0.557 0.32
H 5.9348 -2.3554 5.7585 -0.032 -0.328 0.264 0.27
H 4.7464 -2.5351 7.1434 0.318 -0.333 -0.222 0.32
H 5.8113 -1.1288 7.0478 0.123 -0.114 -0.147 0.34



Record 3
19
Properties=species:S:1:pos:R:3:forces:R:3:mulliken_charge:R:1 method="wB97M-V/def2-TZVPD" multiplicity=2 homo_lumo_gap_ev="12.1 / 3.6" s2=0.753 total_charge=+1
C -2.0913 -0.6883 0.2614 -2.292 2.393 -0.757 -0.76
C -2.8826 0.4522 -0.4531 2.514 1.995 3.250 -0.77
H -2.3791 -0.8056 1.2680 -1.007 -0.382 1.164 0.41
H -2.1453 -1.5506 -0.2589 -0.999 -3.183 -1.528 0.41
H -1.0805 -0.6517 0.3811 3.374 1.386 0.044 -0.03
H -3.0442 1.2120 0.3784 -0.203 -0.703 -0.683 0.25
H -3.8459 0.1969 -0.7742 -1.015 -0.600 -0.968 0.34
H -2.3121 1.1581 -1.0957 -0.245 -0.962 -0.470 0.24
C 1.7852 -0.5131 -0.0225 -0.230 1.874 0.563 -0.21
C 1.1481 0.5619 -1.0733 2.478 -2.075 -1.517 -0.92
C 2.3960 0.0838 1.2104 -3.655 -0.922 0.198 -0.88
H 2.5281 -1.0114 -0.6770 0.010 -0.028 -1.189 0.39
H 1.1796 -1.3511 0.2084 -0.508 -1.346 0.600 0.48
H 0.1394 0.8300 -0.9876 -2.225 -0.601 1.362 0.23
H 1.6319 1.4630 -0.9289 1.442 1.829 -0.239 0.44
H 1.9016 -0.3872 2.0567 0.359 0.078 0.429 0.31
H 2.3565 1.1325 1.3474 0.349 1.212 -0.225 0.41
H 1.3049 0.1151 -2.0637 0.059 0.556 0.245 0.34
H 3.4097 -0.2465 1.2230 1.794 -0.520 -0.281 0.33